No. 1
H28O14 | the ωB97M-V functional and the def2-TZVPD basis

Summary:
relative energy (zero: lowest compared OMol25 entry of this formula, charge and spin) = 122.7 kcal per mole
spin multiplicity = 1
HOMO level = -10.97 eV
HOMO-LUMO gap = 10.532 eV
total energy = -29116.330 eV

Positions of all 42 atoms, in Å:
O1 -4.142376 1.399643 1.032833
H1 -3.430458 2.069370 0.739580
H2 -3.828431 1.083973 1.893453
O2 0.872233 3.683273 1.029592
H3 0.476752 3.819825 0.071525
H4 0.445052 4.368602 1.415228
O3 -0.949709 -0.091154 -3.644791
H5 -1.894497 -0.055548 -3.881212
H6 -0.863173 -0.427250 -2.836338
O4 3.531302 -0.935371 -0.097432
H7 3.203248 -0.041323 -0.112018
H8 4.421253 -0.747559 0.286917
O5 4.564470 1.031584 -1.684444
H9 4.226187 1.447111 -2.398067
H10 4.858115 0.036123 -1.966031
O6 2.056468 -2.101411 -1.836785
H11 2.638726 -1.876796 -0.992570
H12 1.665985 -1.240292 -1.825087
O7 -1.650263 1.406427 0.287788
H13 -1.792362 0.417072 0.360683
H14 -0.795659 1.418748 -0.100403
O8 0.900173 -2.672051 -4.637957
H15 0.254006 -2.219645 -4.501567
H16 1.446568 -2.721241 -3.803613
O9 -1.035571 3.714773 -1.072787
H17 -1.374482 3.251047 -0.207432
H18 -1.704577 3.554041 -1.734473
O10 -2.366119 -0.801127 2.122569
H19 -2.808003 -1.664936 2.292547
H20 -1.982330 -0.698143 3.019728
O11 -0.230475 -4.897933 -1.296543
H21 -0.341219 -4.396083 -2.073126
H22 -1.110614 -5.104030 -1.007547
O12 0.860327 0.153248 2.732910
H23 0.270740 0.936039 2.761775
H24 1.561183 0.533861 2.262367
O13 -0.866334 -2.110562 4.370193
H25 -0.336649 -1.472539 4.684828
H26 -0.333539 -2.193314 3.558998
O14 -1.529164 1.984218 2.666583
H27 -1.863404 1.227075 2.280482
H28 -1.128113 2.587348 2.037546

Forces on atoms 1 to 3 (eV/Å):
O 1.202 1.613 -0.489
H -1.875 -1.780 0.860
H -0.182 0.120 -0.321

=====

No. 2
H28O14 | the ωB97M-V functional and the def2-TZVPD basis

Summary:
relative energy (zero: lowest compared OMol25 entry of this formula, charge and spin) = 139.5 kcal per mole
spin multiplicity = 1
HOMO level = -9.67 eV
HOMO-LUMO gap = 8.821 eV
total energy = -29115.603 eV

Positions of all 42 atoms, in Å:
O1 0.231833 -0.984452 -3.682762
H1 -0.534167 -1.100452 -4.177762
H2 0.418833 -0.054452 -3.544762
O2 2.378833 -0.766452 -1.590762
H3 2.059833 -1.039452 -2.460762
H4 3.206833 -0.219452 -1.632762
O3 -2.830167 0.340548 0.787238
H5 -2.806167 1.090548 0.089238
H6 -3.691167 0.054548 0.807238
O4 0.992833 -0.964452 2.964238
H7 1.331833 -0.457452 2.199238
H8 1.050833 -0.579452 3.792238
O5 1.902833 2.483548 -0.808762
H9 2.902833 2.446548 -1.143762
H10 1.296833 1.928548 -1.304762
O6 -1.655167 1.722548 2.956238
H11 -0.868167 1.931548 2.753238
H12 -2.016167 1.256548 2.308238
O7 -2.117167 -2.618452 -1.413762
H13 -2.103167 -2.272452 -0.537762
H14 -2.971167 -3.101452 -1.411762
O8 2.141833 -2.470452 0.522238
H15 2.114833 -1.993452 1.483238
H16 2.297833 -1.782452 -0.219762
O9 -0.595167 0.027548 -0.590762
H17 -0.716167 -0.434452 0.208238
H18 0.260833 -0.324452 -0.770762
O10 0.189833 2.297548 1.957238
H19 0.695833 1.744548 1.382238
H20 0.566833 3.193548 1.856238
O11 -0.390167 -2.266452 1.242238
H21 -0.537167 -3.217452 1.319238
H22 0.320833 -2.031452 1.889238
O12 2.305833 0.853548 1.240238
H23 2.760833 1.798548 1.020238
H24 1.896833 0.582548 0.390238
O13 -2.167167 -0.076452 -2.634762
H25 -2.893167 -0.677452 -2.436762
H26 -1.387167 -0.167452 -2.014762
O14 -1.358167 2.130548 -0.388762
H27 -0.792167 2.344548 0.407238
H28 -0.897167 1.372548 -0.808762

Forces on atoms 1 to 3 (eV/Å):
O 3.407 -0.143 1.612
H -2.312 0.141 -1.064
H -0.678 0.155 -0.476

=====

No. 3
H28O14 | the ωB97M-V functional and the def2-TZVPD basis

Summary:
relative energy (zero: lowest compared OMol25 entry of this formula, charge and spin) = 102.5 kcal per mole
spin multiplicity = 1
HOMO level = -10.09 eV
HOMO-LUMO gap = 9.752 eV
total energy = -29117.205 eV

Positions of all 42 atoms, in Å:
H1 0.106573 -0.166068 0.082686
H2 0.072022 0.855898 1.074546
H3 1.611655 -2.679568 0.982661
H4 1.344630 -3.929473 1.722248
H5 4.182637 2.354997 -1.437040
H6 4.873235 3.283396 -2.408391
H7 -2.810601 2.419344 0.233425
H8 -3.327273 1.927145 1.553801
H9 -3.507386 -4.208756 0.146023
H10 -3.284073 -2.659281 0.376428
H11 2.229227 0.661363 -0.031212
H12 2.716892 -0.539862 -0.916346
H13 -0.398484 0.931047 -1.763846
H14 -0.518021 0.091440 -3.089840
H15 3.964730 -2.216491 0.324893
H16 4.384885 -2.114725 -1.069362
H17 -4.862896 -0.040541 0.300545
H18 -3.682819 0.418042 -0.559696
H19 0.732807 2.858754 -1.546176
H20 -0.306382 3.050597 -0.278290
H21 -0.830569 -0.458870 2.046916
H22 -0.717442 0.159019 3.369250
H23 3.189264 3.165046 1.358200
H24 4.688795 3.435131 1.399331
H25 -3.288774 -0.608367 1.993519
H26 -2.767478 -1.483278 2.966316
H27 -1.170948 -3.162378 -2.535597
H28 -2.251191 -2.733294 -3.645224
O1 0.287672 0.786594 0.103970
O2 0.943418 -3.429045 1.038001
O3 4.986012 2.782758 -1.605188
O4 -2.545935 2.158577 1.124088
O5 -3.388991 -3.392085 -0.367500
O6 2.078953 0.181107 -0.889380
O7 -0.869095 0.198846 -2.219615
O8 3.728708 -1.802306 -0.505289
O9 -4.438387 0.710184 -0.027204
O10 -0.141558 3.192591 -1.292985
O11 -0.247587 -0.516637 2.811558
O12 3.843984 3.849159 1.605068
O13 -3.260473 -0.713696 2.944079
O14 -1.349736 -2.616312 -3.369365

Forces on atoms 1 to 3 (eV/Å):
H 0.456 0.101 -1.223
H 0.195 0.967 -1.067
H -1.501 -1.095 -0.300

=====

No. 4
H28O14 | the ωB97M-V functional and the def2-TZVPD basis

Summary:
relative energy (zero: lowest compared OMol25 entry of this formula, charge and spin) = 142.5 kcal per mole
spin multiplicity = 1
HOMO level = -10.02 eV
HOMO-LUMO gap = 9.929 eV
total energy = -29115.473 eV

Positions of all 42 atoms, in Å:
O1 -3.309708 -0.589657 2.935902
H1 -2.867320 -1.404106 3.083680
H2 -3.702507 -0.696403 3.768335
O2 -2.845900 2.779278 -0.642431
H3 -3.262963 2.011808 -0.794170
H4 -3.481004 3.397648 -1.148158
O3 1.596832 1.251185 -4.356665
H5 1.711869 2.065926 -4.511476
H6 1.177830 1.148133 -3.565964
O4 5.133164 0.351848 0.919728
H7 4.307692 0.114819 0.525925
H8 4.732939 1.087546 1.466223
O5 -0.633418 3.324388 -2.746077
H9 -1.523390 3.319259 -2.487266
H10 -0.526692 4.348807 -2.725997
O6 2.184694 -2.763088 -1.260849
H11 1.664375 -1.947168 -1.468654
H12 2.326318 -2.963517 -0.238249
O7 -1.156055 0.126348 -0.797153
H13 -1.790038 -0.409007 -1.106448
H14 -1.164752 0.982857 -1.177530
O8 3.554970 -0.006743 -2.345425
H15 4.309572 0.505134 -2.169053
H16 3.692005 -0.921607 -2.590476
O9 -3.098553 1.907919 -2.962862
H17 -2.460212 2.342231 -3.590875
H18 -3.700602 1.379266 -3.171632
O10 -3.454396 -0.984194 0.157860
H19 -2.673722 -0.900533 0.770219
H20 -4.139315 -1.132300 0.912428
O11 -0.960732 -2.860542 3.084484
H21 -0.031819 -2.968004 3.108185
H22 -1.409243 -3.695189 3.311823
O12 0.911504 -1.264453 0.880937
H23 0.439292 -1.449888 1.809107
H24 0.081180 -1.118615 0.392667
O13 3.609954 -2.403636 1.634693
H25 4.148745 -1.701770 2.039030
H26 2.920987 -2.035965 2.207717
O14 0.161704 0.406428 4.218938
H27 0.144046 1.018526 4.949038
H28 -0.617317 0.347022 3.680503

Forces on atoms 1 to 3 (eV/Å):
O 0.242 0.366 -0.861
H 1.919 -1.672 -1.098
H -1.962 1.216 2.228

=====

What did the fourth record say?
H28O14 | the ωB97M-V functional and the def2-TZVPD basis

Summary:
relative energy (zero: lowest compared OMol25 entry of this formula, charge and spin) = 142.5 kcal per mole
spin multiplicity = 1
HOMO level = -10.02 eV
HOMO-LUMO gap = 9.929 eV
total energy = -29115.473 eV

Positions of all 42 atoms, in Å:
O1 -3.309708 -0.589657 2.935902
H1 -2.867320 -1.404106 3.083680
H2 -3.702507 -0.696403 3.768335
O2 -2.845900 2.779278 -0.642431
H3 -3.262963 2.011808 -0.794170
H4 -3.481004 3.397648 -1.148158
O3 1.596832 1.251185 -4.356665
H5 1.711869 2.065926 -4.511476
H6 1.177830 1.148133 -3.565964
O4 5.133164 0.351848 0.919728
H7 4.307692 0.114819 0.525925
H8 4.732939 1.087546 1.466223
O5 -0.633418 3.324388 -2.746077
H9 -1.523390 3.319259 -2.487266
H10 -0.526692 4.348807 -2.725997
O6 2.184694 -2.763088 -1.260849
H11 1.664375 -1.947168 -1.468654
H12 2.326318 -2.963517 -0.238249
O7 -1.156055 0.126348 -0.797153
H13 -1.790038 -0.409007 -1.106448
H14 -1.164752 0.982857 -1.177530
O8 3.554970 -0.006743 -2.345425
H15 4.309572 0.505134 -2.169053
H16 3.692005 -0.921607 -2.590476
O9 -3.098553 1.907919 -2.962862
H17 -2.460212 2.342231 -3.590875
H18 -3.700602 1.379266 -3.171632
O10 -3.454396 -0.984194 0.157860
H19 -2.673722 -0.900533 0.770219
H20 -4.139315 -1.132300 0.912428
O11 -0.960732 -2.860542 3.084484
H21 -0.031819 -2.968004 3.108185
H22 -1.409243 -3.695189 3.311823
O12 0.911504 -1.264453 0.880937
H23 0.439292 -1.449888 1.809107
H24 0.081180 -1.118615 0.392667
O13 3.609954 -2.403636 1.634693
H25 4.148745 -1.701770 2.039030
H26 2.920987 -2.035965 2.207717
O14 0.161704 0.406428 4.218938
H27 0.144046 1.018526 4.949038
H28 -0.617317 0.347022 3.680503

Forces on atoms 1 to 3 (eV/Å):
O 0.242 0.366 -0.861
H 1.919 -1.672 -1.098
H -1.962 1.216 2.228

=====

What did the second record say?
H28O14 | the ωB97M-V functional and the def2-TZVPD basis

Summary:
relative energy (zero: lowest compared OMol25 entry of this formula, charge and spin) = 139.5 kcal per mole
spin multiplicity = 1
HOMO level = -9.67 eV
HOMO-LUMO gap = 8.821 eV
total energy = -29115.603 eV

Positions of all 42 atoms, in Å:
O1 0.231833 -0.984452 -3.682762
H1 -0.534167 -1.100452 -4.177762
H2 0.418833 -0.054452 -3.544762
O2 2.378833 -0.766452 -1.590762
H3 2.059833 -1.039452 -2.460762
H4 3.206833 -0.219452 -1.632762
O3 -2.830167 0.340548 0.787238
H5 -2.806167 1.090548 0.089238
H6 -3.691167 0.054548 0.807238
O4 0.992833 -0.964452 2.964238
H7 1.331833 -0.457452 2.199238
H8 1.050833 -0.579452 3.792238
O5 1.902833 2.483548 -0.808762
H9 2.902833 2.446548 -1.143762
H10 1.296833 1.928548 -1.304762
O6 -1.655167 1.722548 2.956238
H11 -0.868167 1.931548 2.753238
H12 -2.016167 1.256548 2.308238
O7 -2.117167 -2.618452 -1.413762
H13 -2.103167 -2.272452 -0.537762
H14 -2.971167 -3.101452 -1.411762
O8 2.141833 -2.470452 0.522238
H15 2.114833 -1.993452 1.483238
H16 2.297833 -1.782452 -0.219762
O9 -0.595167 0.027548 -0.590762
H17 -0.716167 -0.434452 0.208238
H18 0.260833 -0.324452 -0.770762
O10 0.189833 2.297548 1.957238
H19 0.695833 1.744548 1.382238
H20 0.566833 3.193548 1.856238
O11 -0.390167 -2.266452 1.242238
H21 -0.537167 -3.217452 1.319238
H22 0.320833 -2.031452 1.889238
O12 2.305833 0.853548 1.240238
H23 2.760833 1.798548 1.020238
H24 1.896833 0.582548 0.390238
O13 -2.167167 -0.076452 -2.634762
H25 -2.893167 -0.677452 -2.436762
H26 -1.387167 -0.167452 -2.014762
O14 -1.358167 2.130548 -0.388762
H27 -0.792167 2.344548 0.407238
H28 -0.897167 1.372548 -0.808762

Forces on atoms 1 to 3 (eV/Å):
O 3.407 -0.143 1.612
H -2.312 0.141 -1.064
H -0.678 0.155 -0.476

=====

Repeat the third record exactly.
H28O14 | the ωB97M-V functional and the def2-TZVPD basis

Summary:
relative energy (zero: lowest compared OMol25 entry of this formula, charge and spin) = 102.5 kcal per mole
spin multiplicity = 1
HOMO level = -10.09 eV
HOMO-LUMO gap = 9.752 eV
total energy = -29117.205 eV

Positions of all 42 atoms, in Å:
H1 0.106573 -0.166068 0.082686
H2 0.072022 0.855898 1.074546
H3 1.611655 -2.679568 0.982661
H4 1.344630 -3.929473 1.722248
H5 4.182637 2.354997 -1.437040
H6 4.873235 3.283396 -2.408391
H7 -2.810601 2.419344 0.233425
H8 -3.327273 1.927145 1.553801
H9 -3.507386 -4.208756 0.146023
H10 -3.284073 -2.659281 0.376428
H11 2.229227 0.661363 -0.031212
H12 2.716892 -0.539862 -0.916346
H13 -0.398484 0.931047 -1.763846
H14 -0.518021 0.091440 -3.089840
H15 3.964730 -2.216491 0.324893
H16 4.384885 -2.114725 -1.069362
H17 -4.862896 -0.040541 0.300545
H18 -3.682819 0.418042 -0.559696
H19 0.732807 2.858754 -1.546176
H20 -0.306382 3.050597 -0.278290
H21 -0.830569 -0.458870 2.046916
H22 -0.717442 0.159019 3.369250
H23 3.189264 3.165046 1.358200
H24 4.688795 3.435131 1.399331
H25 -3.288774 -0.608367 1.993519
H26 -2.767478 -1.483278 2.966316
H27 -1.170948 -3.162378 -2.535597
H28 -2.251191 -2.733294 -3.645224
O1 0.287672 0.786594 0.103970
O2 0.943418 -3.429045 1.038001
O3 4.986012 2.782758 -1.605188
O4 -2.545935 2.158577 1.124088
O5 -3.388991 -3.392085 -0.367500
O6 2.078953 0.181107 -0.889380
O7 -0.869095 0.198846 -2.219615
O8 3.728708 -1.802306 -0.505289
O9 -4.438387 0.710184 -0.027204
O10 -0.141558 3.192591 -1.292985
O11 -0.247587 -0.516637 2.811558
O12 3.843984 3.849159 1.605068
O13 -3.260473 -0.713696 2.944079
O14 -1.349736 -2.616312 -3.369365

Forces on atoms 1 to 3 (eV/Å):
H 0.456 0.101 -1.223
H 0.195 0.967 -1.067
H -1.501 -1.095 -0.300